{
  "formula": "C7H4F4",
  "method": "ωB97M-V/def2-TZVPD",
  "de_lowest_kcal_mol": 0.0,
  "total_charge": 0,
  "mol_weight_g_mol": 164.10,
  "elements": ["C", "C", "C", "C", "C", "C", "C", "F", "F", "F", "F", "H", "H", "H", "H"],
  "coordinates": [[0.3539, 0.8526, 1.1966], [-1.0498, 0.4697, 0.9957], [1.1030, 0.4950, 0.1223], [-0.8981, 0.2644, -0.4398], [-1.4485, -0.7454, 2.3401], [0.3560, 0.0955, -1.0371], [0.7390, -0.2728, -2.4512], [-0.4932, -1.4896, 2.8727], [0.3710, -1.5469, -2.7016], [-0.0169, 0.4007, -3.4158], [2.0020, -0.1761, -2.7060], [0.8047, 1.4339, 2.0645], [-1.8330, 1.1856, 1.2350], [2.2409, 0.5443, -0.1081], [-2.2309, -1.5109, 2.0327]]
}